# C57H113Cl5N6O6

A cluster of 8 separate species, C57H113Cl5N6O6 in total (the ωB97M-V functional and the def2-TZVPD basis, the Open Molecules 2025 dataset).

Each line ends with the Mulliken charge.
Geometry (Å):
C: 0.67888 4.92497 1.79527  -1.654
C: 1.05162 4.45679 3.23224  1.811
C: 0.22133 3.26107 3.62566  -1.892
C: 0.67675 1.94803 2.99124  1.890
C: 2.25241 1.65322 3.25003  -0.711
C: 3.13952 2.88106 3.02713  1.451
N: 2.54742 4.18185 3.47437  0.580
O: 3.44586 5.32500 3.25240  -0.112
C: 4.49471 2.55113 3.66329  -1.740
C: 3.45524 2.94352 1.49523  -1.254
C: 0.52412 5.55731 4.16218  -1.726
H: 1.11461 4.39954 0.94548  0.090
H: 1.13425 5.88003 1.53334  0.642
H: -0.38956 5.11517 1.69342  0.435
H: 0.40101 3.09379 4.68766  0.375
H: -0.80936 3.55625 3.42909  0.716
H: 0.53407 2.10292 1.92178  -1.102
H: -0.02906 1.17138 3.28580  -0.230
H: 2.60345 0.81161 2.65289  -0.346
H: 2.38475 1.26079 4.25829  0.359
H: 4.88855 1.55424 3.46527  0.271
H: 5.32471 3.19875 3.38079  0.474
H: 4.44714 2.80093 4.72321  0.473
H: 2.58194 2.69045 0.89407  0.082
H: 3.92307 3.85247 1.11702  0.429
H: 4.10821 2.08304 1.34926  0.619
H: 0.86090 5.36516 5.18088  0.475
H: -0.55309 5.72070 4.19399  0.384
H: 0.78705 6.60055 3.98721  0.434
C: -0.12593 -4.06775 4.92427  -1.745
C: 1.31794 -3.69779 5.17066  1.470
C: 2.05940 -5.08448 5.32186  -1.373
C: 3.62259 -4.83023 5.33272  -0.709
C: 3.87161 -4.07134 3.96999  -1.696
C: 3.23666 -2.68284 3.80924  2.073
N: 1.81413 -2.83634 4.03616  0.252
O: 1.03988 -1.68069 3.63349  -0.112
C: 3.99198 -1.73494 4.69955  -1.464
C: 3.43116 -2.29621 2.35158  -1.714
C: 1.33662 -3.03270 6.58423  -1.637
H: -0.33877 -4.39110 3.90533  0.196
H: -0.81451 -3.23958 5.09188  0.351
H: -0.38990 -4.94592 5.51352  0.557
H: 1.65275 -5.58802 6.19889  0.528
H: 1.75876 -5.61871 4.42058  0.429
H: 4.01184 -5.83690 5.48501  0.422
H: 4.11319 -4.34749 6.17792  0.368
H: 3.76512 -4.67621 3.06949  0.527
H: 4.95088 -3.93439 3.90276  0.490
H: 4.87831 -1.42486 4.14605  0.484
H: 3.28993 -0.91796 4.86623  0.151
H: 4.25965 -1.94960 5.73413  0.313
H: 3.12468 -1.29498 2.04875  -0.232
H: 4.43841 -2.37069 1.94168  0.599
H: 3.03398 -3.04702 1.66848  0.461
H: 0.82402 -2.08991 6.39323  0.366
H: 2.22991 -2.64073 7.07055  0.269
H: 0.73123 -3.62103 7.27378  0.399
C: -2.79066 2.27822 -0.83860  -2.565
C: -2.04207 3.10455 -1.86812  3.307
C: -2.03252 2.26984 -3.16836  -1.571
C: -1.45469 3.07694 -4.31210  -0.743
C: -2.42932 4.25026 -4.50940  -1.375
C: -2.49429 5.17831 -3.28349  1.462
N: -2.77772 4.42463 -2.01261  0.353
O: -2.97566 5.19782 -0.85373  -0.501
C: -1.20257 5.98770 -3.20529  -1.505
C: -3.60426 6.16701 -3.69974  -1.640
C: -0.59020 3.34792 -1.46140  -1.436
H: -2.30847 1.34828 -0.53729  0.009
H: -3.87950 2.27551 -0.88905  0.649
H: -2.62335 2.92034 0.02615  0.601
H: -1.60935 1.26660 -3.11790  -0.040
H: -3.09475 2.06478 -3.30141  0.594
H: -1.46308 2.54400 -5.26289  0.422
H: -0.41831 3.41059 -4.26024  0.300
H: -3.35283 3.68248 -4.62268  0.348
H: -2.11590 4.77749 -5.41046  0.548
H: -1.08519 6.80545 -2.49423  0.364
H: -0.37604 5.32135 -2.95847  0.274
H: -0.77903 6.22964 -4.18006  0.373
H: -3.30354 6.85241 -4.49215  0.412
H: -4.45935 5.64171 -4.12516  0.392
H: -3.85431 6.92317 -2.95556  0.375
H: -0.25523 2.75133 -0.61288  -0.114
H: -0.46415 4.34525 -1.04005  0.487
H: 0.15492 3.27109 -2.25323  0.088
C: -2.27240 -6.25497 -3.75145  -1.668
C: -2.99367 -5.00586 -4.35587  1.451
C: -2.97190 -3.92669 -3.20325  -1.128
C: -1.63744 -3.19837 -3.06375  1.451
C: -1.36873 -2.54937 -4.35501  -1.218
C: -1.30824 -3.51108 -5.61419  1.497
N: -2.36351 -4.47882 -5.64657  0.559
O: -2.43811 -5.35805 -6.75584  -0.525
C: -1.28920 -2.47209 -6.78078  -1.622
C: 0.07947 -4.20634 -5.70169  -1.619
C: -4.46400 -5.43612 -4.55205  -1.641
H: -1.37132 -6.00615 -3.19088  0.273
H: -1.92775 -6.95844 -4.50937  0.400
H: -2.89550 -6.86587 -3.09826  0.417
H: -3.77010 -3.23478 -3.47202  0.384
H: -3.21924 -4.45471 -2.28232  0.145
H: -0.92820 -3.97916 -2.78910  0.285
H: -1.65001 -2.50794 -2.22039  -1.588
H: -0.30707 -2.31549 -4.27572  0.410
H: -1.96596 -1.64000 -4.42187  0.396
H: -1.16182 -2.87749 -7.78453  0.352
H: -2.15199 -1.80622 -6.76242  0.425
H: -0.50962 -1.72119 -6.65224  0.360
H: 0.84973 -3.45551 -5.52548  0.429
H: 0.12051 -5.08093 -5.05244  0.291
H: 0.25893 -4.69921 -6.65718  0.394
H: -4.92221 -5.36574 -3.56555  0.400
H: -4.56784 -6.49918 -4.76936  0.363
H: -5.06664 -4.71921 -5.10970  0.397
C: -4.04097 0.03466 5.52258  -1.912
C: -4.07750 0.08311 4.03094  2.684
C: -4.15760 -1.30322 3.41719  -0.580
C: -5.54481 -1.91405 3.65020  -0.809
C: -6.34184 -1.06933 2.61181  -1.355
C: -6.51294 0.44254 3.12069  1.220
N: -5.14903 0.95378 3.46020  0.555
O: -5.24180 2.40140 3.88542  -0.490
C: -7.21177 1.04225 1.93253  -1.557
C: -7.46643 0.43545 4.32400  -1.472
C: -2.76129 0.69980 3.56179  -1.969
H: -3.02582 -0.21347 5.83239  0.421
H: -4.75137 -0.62667 6.01864  0.328
H: -4.03005 1.05882 5.89551  0.444
H: -3.84103 -1.34895 2.37518  -0.080
H: -3.44244 -1.90927 3.97338  0.106
H: -5.97871 -1.87125 4.64920  0.372
H: -5.53540 -2.94588 3.29900  0.451
H: -7.29388 -1.59994 2.59848  0.466
H: -5.97704 -1.02394 1.58566  0.500
H: -6.49259 1.03646 1.11347  0.278
H: -8.07939 0.48476 1.57962  0.327
H: -7.47874 2.06045 2.21552  0.400
H: -6.92651 0.08184 5.20238  0.277
H: -7.87299 1.44181 4.42409  0.395
H: -8.28458 -0.22700 4.04133  0.360
H: -1.81545 0.15855 3.58492  -0.123
H: -2.52534 1.64374 4.05312  0.477
H: -2.85444 0.83172 2.48381  0.211
C: 4.68574 1.94446 -1.85624  -1.202
C: 5.36939 0.77326 -2.64301  1.741
C: 4.34088 0.15385 -3.60828  -1.022
C: 4.03557 1.08605 -4.87494  -0.745
C: 5.27877 1.36938 -5.68209  -1.184
C: 6.38038 1.90883 -4.76077  1.649
N: 6.62281 1.08931 -3.47919  0.217
O: 7.77048 1.52311 -2.63197  -0.425
C: 7.62593 1.82506 -5.66053  -1.620
C: 6.08277 3.36309 -4.44321  -1.775
C: 5.50834 -0.40126 -1.59729  -1.699
H: 5.35337 2.60870 -1.30745  0.450
H: 3.98585 1.67132 -1.06655  0.079
H: 3.90869 2.35489 -2.50108  0.113
H: 4.56194 -0.84666 -3.98007  0.533
H: 3.36686 0.01327 -3.13964  0.116
H: 3.39835 1.93621 -4.63147  0.182
H: 3.36783 0.60113 -5.58704  0.474
H: 4.93386 2.24388 -6.23380  0.377
H: 5.55812 0.55664 -6.35254  0.388
H: 7.66820 0.87834 -6.19909  0.374
H: 7.55156 2.66928 -6.34599  0.396
H: 8.52598 2.04482 -5.08633  0.395
H: 6.40545 3.98141 -5.28085  0.454
H: 5.03120 3.64159 -4.37441  0.336
H: 6.60278 3.71016 -3.55032  0.345
H: 6.18859 -0.20009 -0.76970  0.360
H: 6.10050 -1.15106 -2.12193  0.583
H: 4.58427 -0.87682 -1.26861  0.102
Cl: -2.47141 -1.36833 0.08179  -0.300
C: -0.70347 -1.73107 0.19661  0.140
C: -0.02656 -0.65600 -0.57447  0.982
Cl: 1.69953 -1.22672 -0.74788  -0.209
H: -0.60409 -2.73104 -0.22562  -0.107
H: -0.41931 -1.63956 1.24493  0.191
H: -0.01779 0.26203 0.01310  -0.510
H: -0.51072 -0.45648 -1.53044  -0.295
C: -2.36643 -6.05902 0.84643  -0.127
Cl: -2.19577 -5.61239 2.62678  -0.115
Cl: -1.22103 -5.19308 -0.16209  -0.049
Cl: -4.07055 -5.89435 0.33362  -0.139
H: -2.19589 -7.12527 0.69778  0.441

Atoms 1-6, force components in eV/Å:
1.774 0.729 -0.873
-1.549 1.940 -0.431
1.702 -1.571 0.784
1.019 0.473 -0.950
-3.025 0.440 0.894
1.580 -1.104 -1.481

## Properties
- Net charge: +1
- <S²>: 15.784
- HOMO (spin up / spin down): -9.9343 / -11.0151 eV
- Spin multiplicity: 8